Density functional theory data (ωB97M-V with the def2-TZVPD basis set) for 2 unconnected molecules or ions with the total composition CH5NO4 in a non-equilibrium geometry.

HOMO-LUMO gap   9.88 eV
Energy relative to the best compared isomer or geometry (same formula, charge and spin)   48.7 kJ/mol
Structure (SMILES)   O=C(O)O.NO

Last columns: bonded neighbours and bond lengths (Å).
CARTESIAN COORDINATES (ANGSTROEM)
1 C 1.08935 0.33223 0.80422  O3 1.395, O4 1.199, O5 1.349
2 N -1.47984 -0.42767 -1.39776  O6 1.413, H7 0.972, H8 1.062
3 O 1.35746 -0.93285 1.32713  C1 1.395, H9 0.913
4 O 0.84282 1.31089 1.45182  C1 1.199
5 O 1.20758 0.24462 -0.53687  C1 1.349, H11 0.996
6 O -1.52868 0.12428 -0.09774  N2 1.413, H10 0.990
7 H -1.97982 0.12941 -2.01833  N2 0.972
8 H -0.42627 -0.55403 -1.43803  N2 1.062
9 H 1.59485 -0.92552 2.20896  O3 0.913
10 H -2.00840 -0.49650 0.50555  O6 0.990
11 H 1.33097 1.19514 -0.80894  O5 0.996

---

Density functional theory data (ωB97M-V with the def2-TZVPD basis set) for 2 unconnected molecules or ions with the total composition CH5NO4S in a non-equilibrium geometry.

HOMO-LUMO gap   10.95 eV
Energy relative to the best compared isomer or geometry (same formula, charge and spin)   44.7 kJ/mol

Last columns: bonded neighbours and bond lengths (Å).
CARTESIAN COORDINATES (ANGSTROEM)
1 C -1.07122 -1.01854 1.54524  N2 1.371, O6 1.217, H8 1.017
2 N -1.97782 -0.01626 1.31300  C1 1.371, H9 0.957, H11 1.025
3 O 1.91571 0.17574 -0.36817  S7 1.661, H10 0.993
4 O 0.24173 1.69304 -1.37013  S7 1.451
5 O 1.67582 0.39018 -2.87578  S7 1.661, H12 0.888
6 O 0.12435 -0.93208 1.33579  C1 1.217
7 S 1.64275 1.34458 -1.51693  O3 1.661, O4 1.451, O5 1.661
8 H -1.31382 -1.89016 2.00927  C1 1.017
9 H -2.85746 -0.05730 1.68798  N2 0.957
10 H 1.12337 -0.12934 0.14689  O3 0.993
11 H -1.61210 0.81350 0.83549  N2 1.025
12 H 2.10869 -0.37336 -2.74265  O5 0.888

---

Density functional theory data (ωB97M-V with the def2-TZVPD basis set) for 2 unconnected molecules or ions with the total composition CH5NO4S in a non-equilibrium geometry.

HOMO-LUMO gap   10.72 eV
Energy relative to the best compared isomer or geometry (same formula, charge and spin)   0.0 kJ/mol

Last columns: bonded neighbours and bond lengths (Å).
CARTESIAN COORDINATES (ANGSTROEM)
1 C -2.42501 0.29362 0.25040  N2 1.338, O6 1.205, H8 1.107
2 N -1.72210 -0.84433 0.25518  C1 1.338, H10 1.017, H11 1.003
3 O 3.17883 -0.29697 -1.06368  S7 1.655, H12 0.962
4 O 1.24614 -0.78110 0.39137  S7 1.453
5 O 1.99280 1.55754 0.22714  S7 1.650, H9 0.963
6 O -1.95040 1.40176 0.25012  C1 1.205
7 S 2.47707 -0.00906 0.40684  O3 1.655, O4 1.453, O5 1.650
8 H -3.51943 0.13051 0.24124  C1 1.107
9 H 1.03948 1.69053 0.26676  O5 0.963
10 H -0.70608 -0.81900 0.28739  N2 1.017
11 H -2.17844 -1.73690 0.23405  N2 1.003
12 H 2.56716 -0.58660 -1.74681  O3 0.962